1.
A molecular structure, C27H25AsCuN5O3S. Source: the OMol25 dataset; level of theory: ωB97M-V/def2-TZVPD.

Computed properties:
Energy above the lowest of the compared OMol25 structures with the same formula, charge and spin = 0.0 kJ/mol
Kohn-Sham gap = 8.1 eV
E_HOMO = -7.440 eV
Max |F| = 0.1 eV/A

ORCA input file:
```
! RIJCOSX wB97M-V def2-TZVPD def2/J DEFGRID3
* xyz 0 1
Cu -0.744 -2.194 0.511
O 2.693 -1.420 -1.669
C 1.678 -1.803 -1.099
O 1.149 -1.310 -0.046
C 0.930 -2.996 -1.703
C 1.424 -3.624 -2.838
C 0.718 -4.684 -3.376
C -0.462 -5.083 -2.764
C -0.883 -4.407 -1.633
N -0.203 -3.384 -1.109
H 2.345 -3.251 -3.262
H 1.078 -5.194 -4.261
H -1.050 -5.905 -3.150
H -1.796 -4.684 -1.122
C 2.870 -0.360 4.708
C 1.441 -0.668 4.484
N 0.445 -0.249 5.199
N -0.649 -0.815 4.603
C -0.356 -1.577 3.543
S -1.416 -2.527 2.638
N 0.999 -1.469 3.459
N 1.852 -2.135 2.582
H 2.962 0.287 5.577
H 3.289 0.135 3.832
H 3.433 -1.279 4.867
H -1.572 -0.661 4.968
H 1.722 -1.741 1.640
H 1.535 -3.101 2.541
O -1.927 -0.578 -0.262
As -1.073 0.813 -0.541
C 0.079 1.423 0.872
C -0.541 1.868 2.036
C 0.226 2.362 3.081
C 1.606 2.433 2.948
C 2.222 1.986 1.786
C 1.462 1.467 0.747
C -0.113 0.729 -2.195
C -0.417 -0.338 -3.029
C 0.228 -0.458 -4.251
C 1.170 0.485 -4.633
C 1.464 1.557 -3.801
C 0.819 1.685 -2.581
C -2.354 2.241 -0.708
C -3.694 1.900 -0.830
C -4.646 2.902 -0.970
C -4.255 4.233 -0.989
C -2.914 4.571 -0.862
C -1.960 3.575 -0.718
H -1.621 1.830 2.125
H -0.249 2.695 3.994
H 2.203 2.832 3.758
H 3.299 2.031 1.687
H 1.948 1.070 -0.135
H -1.145 -1.073 -2.704
H 0.002 -1.295 -4.899
H 1.683 0.384 -5.580
H 2.203 2.289 -4.099
H 1.056 2.520 -1.932
H -3.977 0.855 -0.803
H -5.692 2.642 -1.063
H -4.998 5.013 -1.098
H -2.612 5.610 -0.869
H -0.916 3.841 -0.601
*
```

2.
2 unconnected molecules or ions with the total composition C4H9NO. Source: the OMol25 dataset; level of theory: ωB97M-V/def2-TZVPD.

Computed properties:
Energy above the lowest of the compared OMol25 structures with the same formula, charge and spin = 325.1 kJ/mol
SMILES = C=CN.CC=O
Kohn-Sham gap = 9.2 eV
E_HOMO = -8.681 eV
Max |F| = 3.3 eV/A

ORCA input file:
```
! RIJCOSX wB97M-V def2-TZVPD def2/J DEFGRID3
* xyz 0 1
C 1.501 3.259 -0.653
C 2.187 2.055 -0.662
N 2.081 0.943 -1.574
H 0.760 3.706 -1.422
H 1.660 3.754 0.291
H 2.757 1.838 0.197
H 1.121 1.015 -1.927
H 2.268 0.134 -0.966
O -2.530 -3.879 1.774
C -2.190 -3.187 0.845
C -1.961 -1.649 0.972
H -1.786 -3.757 -0.004
H -1.292 -1.060 0.334
H -1.495 -1.715 1.920
H -3.081 -1.457 0.875
*
```

3.
2 unconnected molecules or ions with the total composition N2O3S. Source: the OMol25 dataset; level of theory: ωB97M-V/def2-TZVPD.

Computed properties:
Energy above the lowest of the compared OMol25 structures with the same formula, charge and spin = 191.2 kJ/mol
Kohn-Sham gap = 10.6 eV
E_HOMO = -11.950 eV
Max |F| = 5.9 eV/A

ORCA input file:
```
! RIJCOSX wB97M-V def2-TZVPD def2/J DEFGRID3
* xyz 0 1
N -2.268 0.414 0.224
N -1.436 -0.030 0.800
O -0.608 -0.513 1.389
O 2.715 -0.028 -0.791
O 0.242 -0.254 -1.119
S 1.355 0.410 -0.505
*
```

4.
C4H6N2O2 in the gas phase. Source: the OMol25 dataset; level of theory: ωB97M-V/def2-TZVPD.

Computed properties:
Energy above the lowest of the compared OMol25 structures with the same formula, charge and spin = 142.8 kJ/mol
SMILES = C=NC(=O)CC(N)=O
Kohn-Sham gap = 10.2 eV
E_HOMO = -9.922 eV
Max |F| = 4.3 eV/A

ORCA input file:
```
! RIJCOSX wB97M-V def2-TZVPD def2/J DEFGRID3
* xyz 0 1
C 0.847 0.065 -0.553
C -0.211 0.932 0.083
C 0.327 -1.270 -1.116
N -0.980 -1.331 -1.419
C 0.033 1.126 2.324
N -0.505 0.383 1.493
O -1.048 1.556 -0.508
O 1.103 -2.181 -1.319
H -1.627 -0.625 -1.099
H -1.344 -2.158 -1.862
H 1.269 0.619 -1.393
H 1.637 -0.147 0.165
H 0.536 2.033 1.804
H -0.037 0.997 3.399
*
```

5.
3 unconnected molecules or ions with the total composition CH5N3O2S. Source: the OMol25 dataset; level of theory: ωB97M-V/def2-TZVPD.

Computed properties:
Energy above the lowest of the compared OMol25 structures with the same formula, charge and spin = 117.1 kJ/mol
Kohn-Sham gap = 10.2 eV
E_HOMO = -9.803 eV
Max |F| = 2.3 eV/A

ORCA input file:
```
! RIJCOSX wB97M-V def2-TZVPD def2/J DEFGRID3
* xyz 0 1
C 2.087 1.549 -0.105
N 0.120 -1.596 1.472
N 1.049 2.075 0.124
N -1.696 -0.250 -0.446
O 3.090 0.998 -0.205
O 0.016 -2.677 -0.580
S 0.416 -1.409 0.034
H 0.256 -0.793 2.037
H 0.657 2.914 -0.271
H -2.563 0.093 0.056
H -1.950 -1.158 -0.830
H -1.483 0.254 -1.285
*
```

6.
A gas-phase ion, C4H6N3O2 (charge +1). Source: the OMol25 dataset; level of theory: ωB97M-V/def2-TZVPD.

Computed properties:
Energy above the lowest of the compared OMol25 structures with the same formula, charge and spin = 0.0 kJ/mol
SMILES = NC(=[NH2+])N1C(=O)CC1=O
Kohn-Sham gap = 11.0 eV
E_HOMO = -15.153 eV
Max |F| = 0.9 eV/A

ORCA input file:
```
! RIJCOSX wB97M-V def2-TZVPD def2/J DEFGRID3
* xyz 1 1
C 1.194 1.035 0.000
C 1.194 -1.035 0.000
C -1.164 0.000 0.000
C 2.295 0.000 0.000
N 0.199 0.000 0.000
N -1.784 1.163 0.000
N -1.784 -1.163 0.000
O 1.029 2.203 0.000
O 1.029 -2.203 0.000
H 2.937 0.000 -0.882
H 2.936 0.000 0.883
H -1.249 2.024 0.000
H -2.791 1.230 0.000
H -1.249 -2.024 0.000
H -2.791 -1.230 0.000
*
```

7.
16 unconnected molecules or ions with the total composition C76H174Br10O33. Source: the OMol25 dataset; level of theory: ωB97M-V/def2-TZVPD.

Computed properties:
Kohn-Sham gap = 9.6 eV
E_HOMO = -9.174 eV
Max |F| = 3.3 eV/A

ORCA input file:
```
! RIJCOSX wB97M-V def2-TZVPD def2/J DEFGRID3
* xyz 0 1
Br -1.153 1.714 -4.555
C -0.767 3.345 -3.666
C -0.219 4.422 -4.597
Br -1.631 5.437 -5.415
H -0.013 3.176 -2.891
H -1.638 3.659 -3.103
H 0.429 4.031 -5.363
H 0.477 5.063 -4.102
Br 0.350 7.949 7.199
C 0.658 7.331 5.396
C -0.571 6.559 4.967
Br -0.116 5.798 3.239
H 1.517 6.671 5.485
H 0.883 8.131 4.695
H -1.530 7.046 4.842
H -0.820 5.702 5.592
Br -1.666 -4.473 4.058
C 0.209 -4.176 3.605
C 0.571 -4.458 2.177
Br 0.330 -6.317 1.821
H 0.835 -4.739 4.296
H 0.386 -3.125 3.831
H 1.599 -4.165 2.027
H 0.005 -3.839 1.526
Br -2.758 -7.812 -0.614
C -1.461 -6.637 -1.465
C -2.108 -6.088 -2.676
Br -0.870 -4.910 -3.531
H -0.649 -7.289 -1.732
H -1.080 -5.931 -0.735
H -2.965 -5.516 -2.308
H -2.330 -6.824 -3.400
Br 1.449 -1.931 -4.605
C 3.203 -1.697 -5.430
C 2.957 -1.446 -6.913
Br 4.694 -1.072 -7.760
H 3.822 -2.565 -5.154
H 3.733 -0.903 -4.883
H 2.356 -0.581 -7.177
H 2.562 -2.286 -7.439
C 4.836 6.339 0.088
O 3.709 6.820 -0.555
C 2.681 5.949 -0.728
C 1.639 6.578 -1.602
O 1.954 6.372 -2.953
C 2.829 7.348 -3.507
C 3.214 6.897 -4.891
O 4.049 5.772 -4.807
C 5.453 5.943 -4.794
H 5.556 7.150 0.236
H 5.250 5.486 -0.486
H 4.674 5.939 1.090
H 2.265 5.729 0.257
H 3.027 5.052 -1.236
H 1.533 7.638 -1.431
H 0.733 6.032 -1.375
H 3.703 7.469 -2.820
H 2.235 8.293 -3.597
H 3.648 7.734 -5.465
H 2.287 6.588 -5.407
H 5.942 5.007 -5.029
H 5.793 6.369 -3.825
H 5.741 6.631 -5.583
C 4.150 2.380 -6.195
O 3.254 1.834 -5.306
C 3.145 2.551 -4.106
C 2.561 1.636 -3.050
O 3.598 0.830 -2.572
C 3.196 -0.025 -1.520
C 4.411 -0.773 -1.115
O 4.690 -1.787 -2.114
C 6.096 -2.035 -2.070
H 4.177 1.804 -7.109
H 5.148 2.326 -5.765
H 3.952 3.420 -6.458
H 2.550 3.492 -4.168
H 4.126 2.884 -3.688
H 1.682 1.037 -3.423
H 2.281 2.318 -2.187
H 2.437 -0.709 -1.928
H 2.748 0.544 -0.726
H 4.263 -1.231 -0.145
H 5.228 -0.038 -1.025
H 6.385 -2.781 -2.812
H 6.330 -2.456 -1.082
H 6.678 -1.113 -2.276
C 4.687 2.659 0.445
O 4.101 3.391 1.474
C 4.257 2.843 2.738
C 4.239 3.925 3.740
O 5.414 4.764 3.533
C 5.787 5.596 4.665
C 4.739 6.726 5.032
O 3.766 6.332 5.997
C 4.285 6.387 7.302
H 4.261 2.978 -0.555
H 4.432 1.575 0.526
H 5.768 2.851 0.404
H 5.272 2.395 2.851
H 3.475 2.113 2.914
H 4.404 3.464 4.701
H 3.329 4.539 3.653
H 6.777 6.074 4.541
H 5.971 5.024 5.589
H 4.214 7.117 4.174
H 5.322 7.561 5.415
H 3.496 6.258 8.045
H 4.727 7.365 7.494
H 4.959 5.555 7.466
C 4.385 -4.962 -0.494
O 4.223 -4.858 0.879
C 5.427 -4.845 1.542
C 6.265 -6.131 1.704
O 5.593 -7.064 2.503
C 4.380 -7.587 1.975
C 3.953 -8.740 2.839
O 4.843 -9.823 2.704
C 4.639 -10.820 3.670
H 5.034 -5.804 -0.759
H 4.739 -4.057 -0.982
H 3.362 -5.137 -0.887
H 5.237 -4.569 2.536
H 6.104 -4.072 1.164
H 7.253 -5.867 2.085
H 6.533 -6.583 0.752
H 4.550 -7.983 0.962
H 3.577 -6.870 1.962
H 2.985 -9.052 2.453
H 3.777 -8.508 3.896
H 4.769 -10.405 4.660
H 5.337 -11.635 3.521
H 3.624 -11.257 3.561
C 0.837 3.062 0.286
O 0.263 2.532 -0.800
C -1.131 2.272 -0.727
C -1.516 1.323 0.361
O -0.774 0.058 0.369
C -0.736 -0.457 -0.882
C -0.466 -1.959 -0.842
O 0.790 -2.154 -0.225
C 1.465 -3.275 -0.815
H 0.801 2.449 1.174
H 0.395 4.041 0.517
H 1.841 3.394 0.058
H -1.370 1.876 -1.695
H -1.813 3.114 -0.650
H -2.610 1.159 0.336
H -1.468 1.778 1.349
H -0.006 0.083 -1.520
H -1.728 -0.327 -1.367
H -0.391 -2.406 -1.823
H -1.304 -2.448 -0.358
H 2.358 -3.443 -0.213
H 1.850 -3.045 -1.813
H 0.781 -4.156 -0.809
C 3.009 -5.234 -3.807
O 4.042 -6.082 -3.318
C 3.605 -7.424 -3.236
C 2.621 -7.706 -2.079
O 1.892 -8.850 -2.372
C 1.357 -9.441 -1.212
C 0.513 -10.662 -1.530
O -0.826 -10.330 -1.894
C -1.525 -11.441 -2.225
H 3.559 -4.346 -4.094
H 2.274 -4.920 -3.051
H 2.487 -5.742 -4.638
H 4.481 -8.061 -2.983
H 3.201 -7.765 -4.168
H 1.904 -6.912 -1.882
H 3.211 -7.834 -1.144
H 0.781 -8.655 -0.717
H 2.156 -9.705 -0.515
H 0.387 -11.340 -0.657
H 1.053 -11.247 -2.278
H -1.427 -12.164 -1.421
H -1.266 -11.871 -3.201
H -2.576 -11.162 -2.177
C -8.706 -4.611 3.231
O -8.580 -3.374 2.548
C -7.856 -3.455 1.357
C -7.969 -2.105 0.659
O -7.049 -1.170 1.237
C -7.565 -0.458 2.333
C -6.551 0.523 2.853
O -5.613 -0.026 3.800
C -4.657 -0.939 3.191
H -9.395 -4.573 4.063
H -7.829 -5.001 3.695
H -9.058 -5.396 2.552
H -8.183 -4.243 0.640
H -6.787 -3.618 1.534
H -8.981 -1.724 0.714
H -7.768 -2.128 -0.416
H -7.790 -1.168 3.130
H -8.424 0.160 2.077
H -6.973 1.399 3.345
H -6.011 0.933 1.965
H -3.716 -0.818 3.768
H -4.568 -0.765 2.126
H -5.005 -1.950 3.378
C -3.404 8.211 1.846
O -4.583 7.586 1.446
C -4.404 6.222 1.123
C -4.224 5.296 2.333
O -3.926 4.007 2.017
C -3.890 3.077 3.090
C -3.238 3.563 4.400
O -3.172 2.533 5.354
C -4.259 2.413 6.287
H -3.118 7.983 2.857
H -3.502 9.284 1.751
H -2.555 7.868 1.194
H -3.501 6.067 0.503
H -5.295 5.992 0.551
H -5.182 5.402 2.881
H -3.404 5.698 2.942
H -3.414 2.164 2.723
H -4.936 2.714 3.323
H -3.764 4.449 4.830
H -2.207 3.897 4.194
H -4.677 3.367 6.614
H -3.927 1.980 7.250
H -5.077 1.762 5.953
C -9.806 7.496 -2.693
O -9.016 6.321 -2.708
C -8.541 5.898 -1.458
C -7.897 4.543 -1.601
O -7.083 4.253 -0.451
C -6.650 2.921 -0.264
C -5.287 2.726 -0.833
O -5.419 2.747 -2.220
C -4.116 2.673 -2.801
H -10.573 7.445 -1.919
H -10.306 7.512 -3.631
H -9.174 8.371 -2.553
H -9.306 5.831 -0.712
H -7.801 6.540 -1.022
H -7.280 4.584 -2.492
H -8.710 3.788 -1.712
H -7.311 2.197 -0.791
H -6.801 2.721 0.783
H -4.881 1.818 -0.356
H -4.714 3.596 -0.525
H -3.448 3.493 -2.519
H -4.147 2.723 -3.919
H -3.622 1.715 -2.616
C -0.017 1.036 4.363
O 1.148 1.037 3.574
C 1.256 -0.199 2.953
C 2.339 -0.373 1.890
O 3.681 -0.336 2.300
C 4.233 -1.546 2.802
C 5.719 -1.431 2.937
O 6.275 -1.435 1.658
C 7.367 -0.629 1.530
H -0.881 1.326 3.757
H 0.167 1.747 5.185
H -0.205 0.087 4.847
H 0.294 -0.540 2.472
H 1.466 -0.911 3.786
H 2.243 0.432 1.155
H 2.116 -1.348 1.488
H 3.853 -2.313 2.148
H 3.885 -1.649 3.788
H 6.135 -2.262 3.507
H 6.014 -0.569 3.533
H 7.175 0.388 1.977
H 7.495 -0.498 0.446
H 8.283 -1.095 1.899
C -3.040 -4.376 0.864
O -3.249 -3.983 -0.461
C -4.298 -3.110 -0.657
C -4.611 -2.631 -2.014
O -3.555 -1.729 -2.372
C -3.111 -1.911 -3.757
C -3.935 -1.039 -4.661
O -5.172 -1.692 -4.801
C -6.038 -0.999 -5.631
H -3.880 -4.972 1.220
H -2.918 -3.445 1.433
H -2.048 -4.875 0.974
H -4.081 -2.236 -0.019
H -5.241 -3.480 -0.236
H -5.531 -2.076 -1.953
H -4.655 -3.500 -2.687
H -3.222 -2.961 -4.065
H -2.050 -1.594 -3.751
H -3.432 -0.728 -5.610
H -4.159 -0.100 -4.065
H -5.606 -0.508 -6.517
H -6.597 -0.197 -5.126
H -6.803 -1.663 -6.018
*
```

8.
3 unconnected molecules or ions with the total composition C2H10N2O3. Source: the OMol25 dataset; level of theory: ωB97M-V/def2-TZVPD.

Computed properties:
Energy above the lowest of the compared OMol25 structures with the same formula, charge and spin = 56.8 kJ/mol
SMILES = CNC(N)=O.O.O
Kohn-Sham gap = 10.7 eV
E_HOMO = -9.952 eV
Max |F| = 2.9 eV/A

ORCA input file:
```
! RIJCOSX wB97M-V def2-TZVPD def2/J DEFGRID3
* xyz 0 1
C 1.617 -1.618 -0.094
N 0.799 -0.744 -0.898
C -0.525 -0.687 -0.524
N -1.506 -0.147 -1.406
O -0.971 -1.124 0.534
H 1.686 -1.392 0.984
H 2.640 -1.565 -0.486
H 1.288 -2.649 -0.155
H 1.036 0.251 -0.856
H -1.311 -0.340 -2.379
H -2.377 -0.443 -0.995
H -1.155 0.648 1.508
H -2.045 1.152 2.560
O -1.659 1.449 1.730
H 0.273 1.970 0.570
H 1.140 3.085 -0.147
O 1.070 2.153 0.054
*
```

Which formula does entry 1 have?
C27H25AsCuN5O3S